Density functional theory data (the ωB97M-V functional and the def2-TZVPD basis) for a cluster of 3 separate species, C36H75Cl2I2N5OP in total in a non-equilibrium geometry.

ORCA input file:
```
! RIJCOSX wB97M-V def2-TZVPD def2/J DEFGRID3
* xyz 1 1
C -3.43546 -3.41350 2.38993
C -2.93825 -4.30930 1.13087
N -1.64783 -3.80986 0.69351
N -1.42817 -3.51628 -0.69632
C -1.72738 -4.84004 -1.30719
I -1.01863 -6.75172 -0.45503
C -2.41485 -5.07172 -2.52480
C -2.68923 -6.54422 -3.10332
I -3.12510 -3.50378 -3.80872
C -2.40234 -2.33495 -0.78035
C -1.66284 -1.13905 -1.58609
C -2.26155 0.26076 -1.07528
C -3.82844 0.41160 -1.38834
C -4.71518 0.04141 -0.10556
Cl -4.13441 2.19174 -1.77382
C -0.19156 -1.46328 -0.92535
C 0.69679 -0.37329 -1.63555
C 1.04018 0.77379 -0.53336
N 2.44069 1.28459 -0.76829
C 2.41642 2.42072 -1.75769
C 3.75114 2.44638 -2.65840
C 2.98351 1.87372 0.46966
C 4.51718 1.80772 0.88817
O 2.21910 2.49307 1.22467
C -0.01438 -3.05042 -1.07910
C 0.42056 -3.20210 -2.61446
C 1.97502 -3.22421 -2.96111
C 2.58718 -4.71036 -3.12936
Cl 2.07278 -2.56907 -4.71465
P 1.50470 -3.66478 -0.10382
C 2.59362 -2.15911 0.40680
C 1.15303 -4.34201 1.62095
C 2.53154 -4.60370 2.42705
H -2.67692 -3.54748 3.21674
H -4.41656 -3.88879 2.72376
H -3.64580 -2.34054 2.10924
H -3.81566 -4.38097 0.43784
H -2.80144 -5.35439 1.58187
H -1.23051 -3.11133 1.30940
H -1.66528 -6.99507 -3.33967
H -3.24299 -6.50067 -4.08969
H -3.26035 -7.18981 -2.36052
H -2.57370 -1.74944 0.18780
H -3.47701 -2.56997 -1.05954
H -1.72239 -1.14694 -2.71123
H -2.05527 0.36088 0.03553
H -1.73225 1.10154 -1.63701
H -4.11790 -0.19796 -2.29331
H -4.19171 0.44779 0.81570
H -4.91800 -1.07676 -0.04540
H -5.71523 0.56373 -0.19197
H -0.36837 -1.28497 0.18439
H 1.69218 -0.67844 -2.05766
H 0.13035 0.19347 -2.45064
H 0.29313 1.62220 -0.54251
H 1.08468 0.28831 0.49930
H 1.47372 2.33297 -2.37581
H 2.42594 3.40846 -1.18126
H 3.49876 2.86409 -3.68199
H 4.19269 1.40759 -2.69353
H 4.52132 3.12659 -2.15890
H 4.94259 2.84118 1.10338
H 5.18379 1.36514 0.08177
H 4.62826 1.22699 1.86608
H 0.06761 -4.17351 -3.11155
H -0.03366 -2.40110 -3.29369
H 2.64505 -2.52739 -2.39723
H 3.51875 -4.70891 -3.77951
H 2.77864 -5.18964 -2.11662
H 1.77743 -5.33639 -3.63653
H 2.12022 -1.55851 1.24357
H 2.90761 -1.52954 -0.47044
H 3.55287 -2.61836 0.82769
H 0.63084 -3.50769 2.21468
H 0.50369 -5.25715 1.67502
H 2.26615 -5.15671 3.37573
H 2.86392 -3.56145 2.75908
H 3.31392 -5.11706 1.79385
C -3.53106 9.03334 -4.52234
C -2.75402 7.73023 -4.38385
N -2.84273 7.14059 -3.05398
C -1.86723 6.08236 -2.82415
C -1.97777 4.81824 -3.67633
C -4.18730 6.87291 -2.55779
C -5.08965 5.96805 -3.39681
H -3.24380 9.74880 -3.74759
H -3.32386 9.48891 -5.49313
H -4.61083 8.87325 -4.46207
H -1.70484 7.96260 -4.59472
H -3.08390 7.03363 -5.16497
H -1.88644 5.79777 -1.76647
H -0.86808 6.50689 -2.97872
H -2.82010 4.19753 -3.36963
H -1.07480 4.21179 -3.55057
H -2.07171 5.04086 -4.74067
H -4.69895 7.83140 -2.42635
H -4.12292 6.46358 -1.54370
H -5.08812 6.24020 -4.45489
H -6.12158 6.05518 -3.04430
H -4.81257 4.91714 -3.30580
C 1.31067 -1.38897 5.02439
C 2.15922 -1.01407 6.22959
N 3.57424 -0.88675 5.91121
C 4.43070 -0.83532 7.09219
C 4.26903 0.35628 8.03521
C 3.91013 0.05101 4.84679
C 3.46331 1.50254 5.00019
H 1.69888 -2.28573 4.53201
H 0.28491 -1.59663 5.33882
H 1.26770 -0.58069 4.28817
H 2.03603 -1.81120 6.96998
H 1.75192 -0.10178 6.68237
H 5.47839 -0.89878 6.78019
H 4.25821 -1.74977 7.67188
H 4.69066 1.26769 7.61095
H 4.80891 0.16169 8.96620
H 3.22585 0.53925 8.29884
H 3.48844 -0.33312 3.91060
H 4.99275 0.03254 4.67969
H 2.41807 1.59101 5.30523
H 3.56108 2.01632 4.03894
H 4.08228 2.04644 5.71347
*
```

**Orbital gap**: 5.858 eV
**LUMO**: -3.5 eV
**Molecular weight**: 949.72 Da
**E**: -3622.266431 Ha